Record 1
{
  "formula": "C7H14FNO2P",
  "method": "ωB97M-V/def2-TZVPD",
  "relative_energy_ev": 2.8376,
  "charge": 1,
  "total_energy_ev": -25068.0493,
  "homo_energy_ev": -13.31,
  "gap_ev": 8.07,
  "fmax_ev_per_a": 4.16,
  "symbols": ["C", "C", "C", "C", "C", "C", "C", "N", "O", "O", "F", "P", "H", "H", "H", "H", "H", "H", "H", "H", "H", "H", "H", "H", "H", "H"],
  "coordinates": [[2.50091, 0.33248, 0.16177], [0.99867, -1.72179, 0.87255], [-0.52719, -2.02824, 0.45592], [-0.69269, -2.34519, -0.96285], [-1.68929, 1.67796, 1.37048], [-1.39461, 0.94247, -1.54929], [2.35749, 1.90072, -0.16851], [1.33345, -0.28785, 0.45641], [3.61588, -0.16854, 0.24509], [-1.24597, -0.80658, 0.70761], [0.94042, 2.15890, 0.01063], [-0.81317, 0.63361, 0.18532], [1.12509, -1.91519, 1.97559], [1.69657, -2.28027, 0.30320], [-1.06726, -2.54843, 1.24641], [-1.73878, -2.46572, -1.41202], [0.11121, -3.07814, -1.16902], [-0.46831, -1.48964, -1.52346], [-2.22783, 2.52097, 0.91247], [-1.07531, 2.00080, 2.26936], [-2.59137, 0.97892, 1.65883], [-2.46055, 0.52733, -1.47585], [-0.70507, 0.66123, -2.33107], [-1.58275, 2.00261, -1.61907], [2.66608, 2.26176, -1.15686], [2.93438, 2.53585, 0.53640]],
  "forces_ev_per_a": [[1.2, 0.8, 0.2], [-0.6, 2.0, 0.3], [0.6, 1.7, 1.7], [-0.6, -1.7, -1.2], [-1.3, -0.6, 1.0], [-1.2, 0.2, 2.0], [-0.3, -1.2, 0.8], [-4.2, 0.1, 0.2], [-1.4, 0.5, -0.3], [-0.7, 2.4, -0.2], [0.5, 1.2, -0.4], [2.8, -2.6, 0.3], [0.0, 0.5, -1.2], [0.5, -1.1, -0.4], [0.7, -1.4, -0.5], [1.3, -1.0, 1.3], [-1.1, -0.2, -0.7], [1.2, 1.4, -0.7], [0.8, 0.0, -0.1], [-0.8, -0.6, -1.2], [2.0, 1.1, -0.1], [1.6, -0.1, -0.7], [-0.2, -0.6, -0.1], [0.3, 0.6, 0.0], [-0.4, -0.7, 0.0], [-0.7, -0.7, 0.0]],
  "nbo_charge": [0.608, -0.242, 0.106, -0.656, -1.035, -0.978, -0.036, -0.562, -0.562, -0.811, -0.397, 1.929, 0.233, 0.243, 0.240, 0.252, 0.251, 0.207, 0.285, 0.315, 0.307, 0.288, 0.292, 0.275, 0.220, 0.227]
}

Record 2
{
  "formula": "C14H20N2O",
  "method": "ωB97M-V/def2-TZVPD",
  "relative_energy_ev": 2.3657,
  "total_energy_ev": -19868.8288,
  "homo_energy_ev": -8.07,
  "gap_ev": 8.92,
  "fmax_ev_per_a": 3.25,
  "smiles": "Cc1c[nH]c2ccccc12.CCN(C)C(C)=O",
  "symbols": ["C", "C", "C", "C", "C", "O", "N", "H", "H", "H", "H", "H", "H", "H", "H", "H", "H", "H", "C", "C", "C", "C", "C", "C", "C", "C", "C", "N", "H", "H", "H", "H", "H", "H", "H", "H", "H"],
  "coordinates": [[-0.61462, 2.47650, -1.48000], [-2.13042, 2.52465, -1.25133], [0.33436, 4.26887, -0.10851], [1.03847, 1.39847, 1.49644], [1.15654, 2.00866, 0.11964], [2.09833, 1.94153, -0.61419], [-0.00878, 2.84955, -0.17623], [-0.25047, 1.50476, -1.78619], [-0.30798, 3.26389, -2.17719], [-2.54175, 3.41122, -0.77643], [-2.18460, 1.72821, -0.47805], [-0.63100, 4.77760, 0.02282], [1.25625, 2.17680, 2.22537], [-2.89451, 1.98307, -1.81548], [1.10405, 4.60860, 0.57853], [0.61649, 4.68796, -1.07803], [-0.02798, 1.24487, 1.67492], [1.64008, 0.50096, 1.58144], [-0.75192, -1.96263, 3.09262], [-0.48082, -1.82002, 0.49122], [-0.03484, -2.22738, 1.80767], [0.48872, -2.27511, -0.41832], [1.19079, -2.77596, 1.62905], [-1.78518, -1.05955, -1.43751], [-0.73697, -1.50455, -2.27708], [-1.61750, -1.25028, -0.07514], [0.37893, -2.15293, -1.80294], [1.56320, -2.78534, 0.29718], [-2.64040, -0.52110, -1.81043], [-0.92760, -1.39948, -3.34305], [-2.48858, -1.01586, 0.53276], [1.03769, -2.69149, -2.47408], [-0.48003, -0.97291, 3.43931], [-0.36636, -2.68447, 3.82155], [1.75154, -3.22309, 2.43959], [2.50925, -2.60601, 0.00189], [-1.83072, -2.10414, 3.07136]],
  "forces_ev_per_a": [[-0.6, 1.8, 0.1], [-0.4, -2.7, 1.8], [-1.4, 0.7, -1.1], [-0.7, 0.1, -0.6], [-0.7, 1.2, 0.6], [0.3, -0.5, -0.2], [1.3, -0.8, 0.1], [-0.1, -0.2, -0.2], [0.1, -0.5, -0.5], [0.2, 0.2, -0.3], [0.0, 0.7, 0.6], [0.4, 0.2, 0.7], [0.6, 0.0, 0.1], [0.5, 0.9, -1.5], [-0.2, -0.5, 0.5], [0.6, -0.3, -0.3], [0.1, -0.5, -0.1], [0.1, 0.0, 0.3], [0.8, -0.9, 0.2], [0.1, -0.7, -0.9], [-0.6, 0.6, -0.6], [1.0, 0.7, -0.1], [-0.2, 0.1, 1.0], [1.9, -0.3, 0.7], [-1.3, 0.2, -0.7], [-1.6, 0.3, 0.4], [-0.4, -0.2, 0.2], [-0.4, -0.5, 0.0], [-0.1, -0.2, -0.2], [0.4, -0.1, 0.0], [0.3, 0.2, 0.3], [0.3, 0.4, 0.0], [-0.3, 0.3, 0.2], [-0.1, 0.2, 0.1], [0.4, 0.1, -0.4], [0.0, -0.4, 0.0], [0.0, 0.2, -0.3]],
  "nbo_charge": [-0.219, -0.650, -0.420, -0.728, 0.744, -0.546, -0.542, 0.221, 0.179, 0.213, 0.217, 0.198, 0.242, 0.222, 0.214, 0.177, 0.242, 0.234, -0.628, -0.049, -0.096, 0.145, -0.034, -0.237, -0.212, -0.220, -0.249, -0.551, 0.216, 0.211, 0.207, 0.222, 0.219, 0.217, 0.210, 0.412, 0.220]
}

Record 3
{
  "formula": "C4H10O3",
  "method": "ωB97M-V/def2-TZVPD",
  "relative_energy_ev": 1.6234,
  "total_energy_ev": -10451.6203,
  "homo_energy_ev": -9.67,
  "gap_ev": 10.30,
  "fmax_ev_per_a": 0.87,
  "smiles": "O=CCCCO.O",
  "symbols": ["C", "O", "C", "C", "C", "O", "H", "H", "H", "H", "H", "H", "H", "H", "H", "H", "O"],
  "coordinates": [[-0.38083, 1.51067, -0.87237], [-0.00440, 2.24586, -2.00427], [0.46528, 0.24444, -0.85717], [-0.22979, -0.95677, -0.16240], [-0.18333, -2.07889, -1.18177], [0.64210, -2.94331, -1.16202], [-0.23977, 2.05283, 0.06732], [-1.43667, 1.23219, -0.93123], [-0.33961, 3.14811, -2.02652], [0.68850, 0.00961, -1.90129], [1.44242, 0.44001, -0.42353], [-1.22018, -0.59556, 0.10814], [0.27730, -1.37509, 0.70393], [-0.84529, -2.03895, -2.06993], [0.44116, -0.61710, 4.93990], [0.78943, 0.16821, 3.71540], [0.13368, -0.44626, 4.05780]],
  "forces_ev_per_a": [[-0.2, -0.4, 0.4], [0.5, 0.4, -0.6], [0.3, -0.1, 0.0], [0.3, -0.1, -0.5], [-0.5, 0.5, -0.3], [0.5, -0.6, 0.4], [0.0, 0.2, 0.0], [-0.1, 0.0, 0.0], [-0.1, -0.2, 0.3], [-0.2, -0.1, -0.1], [0.1, 0.0, 0.2], [-0.3, -0.6, 0.0], [0.1, 0.5, 0.2], [-0.3, 0.3, 0.2], [0.1, -0.2, 0.7], [0.0, 0.0, -0.2], [-0.1, 0.2, -0.6]],
  "nbo_charge": [-0.050, -0.727, -0.412, -0.517, 0.447, -0.524, 0.160, 0.149, 0.477, 0.220, 0.217, 0.217, 0.236, 0.105, 0.467, 0.465, -0.932]
}

Record 4
{
  "formula": "C6H15N2",
  "method": "ωB97M-V/def2-TZVPD",
  "relative_energy_ev": 6.3140,
  "charge": 1,
  "total_energy_ev": -9433.6578,
  "homo_energy_ev": [-12.11, -12.79],
  "gap_ev": [8.07, 7.98],
  "fmax_ev_per_a": 4.79,
  "symbols": ["C", "C", "C", "C", "C", "C", "N", "N", "H", "H", "H", "H", "H", "H", "H", "H", "H", "H", "H", "H", "H", "H", "H"],
  "coordinates": [[-0.03583, -2.23635, 0.85790], [2.14646, -0.06136, -0.94350], [1.22838, 0.84760, 1.25086], [-2.73466, 0.95067, 0.91121], [0.88481, 0.67686, -0.22277], [-0.33938, -0.18485, -0.36815], [-0.42895, -1.45619, -0.05805], [-1.05925, 0.01605, -1.61468], [-0.18523, -3.34951, 0.71904], [0.13703, -1.93621, 1.86299], [2.19804, -1.20650, -0.93307], [2.96267, 0.25779, -0.27123], [2.23459, 0.14977, -1.98983], [2.24078, 1.49974, 1.26914], [0.45666, 1.36356, 1.73297], [1.68977, -0.08239, 1.70243], [-2.18882, 0.04615, 1.34710], [-3.21134, 0.79465, -0.02393], [-2.79127, 1.89973, 1.39900], [0.66958, 1.63204, -0.78776], [-1.68655, 0.92354, -1.56380], [-1.74246, -0.71233, -1.87762], [-0.44505, 0.16754, -2.39825]],
  "forces_ev_per_a": [[-1.0, -2.0, 0.6], [-0.6, -1.0, 1.6], [4.6, 0.6, -1.1], [1.6, -2.0, 0.8], [0.5, -1.2, -1.2], [0.8, -0.8, 0.5], [-0.2, -0.2, -1.1], [-3.4, 3.2, -1.0], [0.4, 1.3, -0.1], [0.6, 0.5, 0.8], [-0.7, 1.5, 0.5], [0.2, 0.0, -1.2], [0.4, 0.8, -0.4], [-2.5, -0.9, 0.1], [-0.9, 0.4, 1.3], [-1.4, 0.7, -0.3], [-1.2, 1.7, -0.4], [-0.6, 0.0, -0.5], [0.0, 0.2, 0.2], [0.5, -0.7, 0.9], [1.6, -1.9, 0.0], [0.6, -0.2, 0.5], [0.6, -0.1, -0.6]],
  "nbo_charge": [-0.003, -0.624, -0.619, -0.500, -0.294, 0.367, -0.476, -0.715, 0.203, 0.179, 0.228, 0.238, 0.219, 0.235, 0.231, 0.235, 0.185, 0.143, 0.198, 0.224, 0.453, 0.461, 0.433]
}